# C7H16N6OSe4V

C7H16N6OSe4V as an isolated structure (ωB97M-V with the def2-TZVPD basis set, OMol25).

Values from the calculation:
Expectation value of S²   2.05
ΔE to the lowest compared entry with this formula, charge and spin   0.0 kcal per mole
E   -11229.75085 Ha
Total charge   +1
LUMO energy (spin up / spin down)   -4.14 / -3.73 eV
HOMO energy (spin up / spin down)   -11.02 / -11.20 eV
Spin multiplicity   3
Largest force on an atom   0.9 eV/A

Positions of all 35 atoms, in Å:
Se 1.18812 -1.28141 -2.92328
Se 0.43541 -1.82870 -0.75379
Se 1.75943 1.83736 -0.96704
Se 0.55018 0.96331 -2.77067
V -0.06949 0.44964 -0.33963
O 0.00663 0.10561 1.67457
N 0.30746 0.10064 3.88936
N -3.62230 2.80121 -0.41961
N -4.25272 0.74898 0.70992
N 0.87918 1.96689 2.65594
N -2.09017 0.88424 -0.45532
N -4.20125 0.82539 -1.70544
C -4.30779 2.21351 0.73644
C 0.39571 0.71529 2.70632
C -2.82530 0.40471 -1.70494
C -2.87801 0.33401 0.73676
C -4.25601 2.28858 -1.64364
C -4.88048 0.27826 -0.52917
C -2.23935 2.39934 -0.41244
H -0.02882 -0.84646 3.90271
H -3.84187 2.57609 1.65383
H -3.74993 2.70693 -2.51422
H -5.29673 2.60871 -1.65779
H -5.92320 0.59237 -0.53848
H -2.30429 0.81792 -2.56456
H -1.75010 2.75946 0.49585
H -4.84240 -0.81070 -0.56318
H 1.30866 2.39595 3.45753
H -1.72733 2.80976 -1.28305
H -2.39405 0.69621 1.64107
H 0.66947 0.49748 4.73799
H -5.34916 2.53150 0.72485
H 1.08398 2.35887 1.75187
H -2.79583 -0.75151 0.69276
H -2.74182 -0.68119 -1.72055

Cartesian forces (eV/Å) of the 2 atoms listed first:
Se -0.03 0.03 0.05
Se 0.12 -0.12 -0.14

Charges obtained by Löwdin population analysis, quoted in units of e:
1. Se 0.126
2. Se 0.215
3. Se 0.234
4. Se 0.120
5. V -0.026
6. O -0.161
7. N 0.215
8. N -0.077
9. N -0.079
10. N 0.208
11. N -0.196
12. N -0.078
13. C -0.144
14. C -0.589
15. C -0.165
16. C -0.151
17. C -0.139
18. C -0.142
19. C -0.162
20. H 0.133
21. H 0.134
22. H 0.136
23. H 0.136
24. H 0.135
25. H 0.090
26. H 0.133
27. H 0.136
28. H 0.127
29. H 0.124
30. H 0.119
31. H 0.127
32. H 0.135
33. H 0.057
34. H 0.137
35. H 0.131